{"formula": "C21H29ClN3O6", "method": "wB97M-V/def2-TZVPD", "charge": -1, "multiplicity": 1, "orbital_gap_ev": 5.27, "energy_ev": -51523.4728, "e_above_lowest_kcal_mol": 19.0, "symbols": ["C", "C", "C", "C", "O", "C", "N", "N", "C", "O", "O", "C", "C", "C", "C", "O", "H", "H", "H", "H", "H", "H", "H", "H", "H", "H", "H", "H", "H", "H", "H", "H", "H", "H", "C", "C", "O", "C", "C", "N", "C", "C", "C", "C", "C", "Cl", "C", "C", "O", "H", "H", "H", "H", "H", "H", "H", "H", "H", "H", "H"], "coordinates": [[1.23489, -2.07902, 3.40142], [-0.07158, -2.67339, 2.93629], [0.21983, -3.94549, 2.17890], [-0.94477, -2.92685, 4.15452], [-0.84350, -1.77581, 2.02016], [-0.16504, -1.25969, 0.98106], [-1.04291, -0.75368, -0.10235], [-0.89439, 0.50617, -0.28511], [-2.12935, 1.20414, -0.53515], [-3.22374, 0.69277, -0.66291], [-1.85233, 2.52791, -0.58597], [-2.95532, 3.47295, -0.93245], [-4.11859, 3.40424, 0.03200], [-3.47285, 3.18808, -2.32281], [-2.35373, 4.87059, -0.88927], [1.05193, -1.27252, 0.87355], [1.06361, -1.14017, 3.93264], [1.75068, -2.75441, 4.09685], [1.88201, -1.90120, 2.54115], [-0.70741, -4.40880, 1.83429], [0.84979, -3.71260, 1.31375], [0.74822, -4.66683, 2.80838], [-1.91345, -3.36080, 3.89102], [-0.45417, -3.62852, 4.84123], [-1.10821, -2.00243, 4.71912], [-3.78982, 3.61996, 1.05604], [-4.86985, 4.16474, -0.23461], [-4.58441, 2.41565, -0.03096], [-2.65848, 3.23437, -3.05696], [-3.94568, 2.20038, -2.34748], [-4.22040, 3.94499, -2.59179], [-1.52571, 4.97820, -1.59759], [-3.10998, 5.61626, -1.16102], [-2.00151, 5.13331, 0.11355], [-2.78623, -1.25852, -4.27286], [-1.75721, -1.75733, -3.29137], [-1.01675, -0.59980, -2.82822], [0.10734, -0.93506, -2.15469], [0.77224, 0.28926, -1.62593], [1.94028, 0.14390, -1.09726], [2.64671, 0.91894, -0.34617], [3.91690, 0.47095, 0.19438], [4.59591, 1.21637, 1.18125], [5.82071, 0.79442, 1.69057], [6.39107, -0.39750, 1.20636], [7.91594, -0.90927, 1.80691], [5.71771, -1.17313, 0.24218], [4.47742, -0.74452, -0.24324], [0.55442, -2.06240, -2.04703], [-3.67928, -1.89390, -4.23578], [-3.05841, -0.21692, -4.06433], [-2.36523, -1.32985, -5.28393], [-2.20477, -2.21758, -2.40162], [-1.04646, -2.45708, -3.74536], [0.36240, 1.24801, -1.97718], [2.28446, 1.91076, -0.02535], [4.13420, 2.12980, 1.55129], [6.33788, 1.37076, 2.45627], [6.16232, -2.10121, -0.11410], [3.93264, -1.35160, -0.96428]], "forces_ev_per_angstrom": [[0.729, 0.467, 0.187], [-0.036, -0.060, -0.028], [-0.102, -0.357, -0.480], [-0.454, 0.054, 0.098], [0.275, -0.483, 0.443], [0.859, 0.877, -2.344], [-1.585, -1.588, 3.693], [0.272, 0.276, 2.095], [0.761, -1.033, -1.821], [0.669, 0.626, 0.434], [-0.938, 0.676, -0.111], [0.227, -0.070, -0.036], [-0.307, -0.199, 0.536], [0.043, -0.288, -0.566], [0.427, 0.159, 0.075], [-1.599, 0.092, 0.069], [0.049, 0.088, -0.087], [-0.323, -0.048, -0.060], [-0.019, 0.029, 0.511], [0.028, 0.011, -0.044], [-0.131, -0.130, 0.107], [-0.019, 0.120, 0.034], [0.041, 0.131, -0.081], [0.076, 0.102, -0.279], [-0.060, -0.062, -0.189], [-0.069, -0.197, -0.119], [0.294, -0.183, -0.023], [0.078, 0.268, 0.242], [-0.159, -0.095, 0.107], [0.145, 0.216, -0.129], [0.132, -0.127, 0.052], [-0.035, -0.116, 0.147], [-0.006, -0.251, -0.003], [0.058, -0.174, -0.111], [-0.066, -0.195, -0.469], [0.285, 0.451, 0.638], [-0.045, -1.057, -0.330], [1.675, 0.382, -0.606], [-1.564, 1.045, -1.888], [1.804, -0.269, 0.821], [-0.610, 0.509, -0.054], [0.192, -0.199, 0.033], [0.066, -0.318, -0.280], [0.053, -0.540, -0.359], [-1.384, 0.500, -0.510], [0.667, -0.243, 0.257], [-0.237, 0.593, 0.335], [0.741, -0.101, 0.338], [-0.837, 0.742, -0.170], [0.093, 0.212, -0.048], [-0.021, -0.306, 0.024], [-0.251, 0.248, 0.086], [0.099, 0.029, -0.187], [-0.246, 0.040, 0.143], [0.236, -0.230, -0.106], [0.030, -0.209, -0.022], [0.121, -0.102, -0.048], [-0.091, -0.143, -0.178], [-0.082, 0.202, 0.116], [0.054, 0.229, 0.143]], "lowdin_charge": [-0.048, -0.568, -0.030, -0.041, 0.045, -0.452, 0.051, 0.054, -0.492, 0.076, 0.028, -0.574, -0.042, -0.039, -0.041, 0.067, 0.093, 0.090, 0.074, 0.091, 0.093, 0.088, 0.084, 0.086, 0.085, 0.093, 0.090, 0.080, 0.096, 0.082, 0.088, 0.088, 0.085, 0.087, -0.075, -0.223, -0.045, -0.530, -0.161, 0.043, -0.141, -0.215, -0.054, -0.128, -0.718, 0.620, -0.110, -0.024, 0.092, 0.072, 0.073, 0.070, 0.125, 0.115, 0.129, 0.114, 0.103, 0.093, 0.095, 0.114]}

=====

{"formula": "C21H29ClN4O2", "method": "wB97M-V/def2-TZVPD", "multiplicity": 1, "orbital_gap_ev": 7.95, "energy_ev": -44805.2294, "e_above_lowest_kcal_mol": 494.7, "symbols": ["C", "N", "C", "C", "H", "C", "H", "H", "O", "C", "H", "H", "H", "H", "C", "C", "C", "N", "C", "C", "C", "C", "C", "N", "H", "Cl", "H", "H", "C", "O", "N", "C", "H", "C", "C", "H", "C", "H", "H", "C", "C", "H", "H", "C", "H", "H", "H", "H", "H", "H", "H", "H", "H", "H", "H", "H", "H"], "coordinates": [[-1.30252, -3.03960, 1.56189], [-2.16572, -1.97141, 1.34206], [-2.82018, -1.76503, 0.03232], [-2.02264, -1.96602, -1.22549], [-2.25953, -1.27164, -2.01616], [-2.55869, -3.33618, -1.80330], [-1.98289, -4.21047, -1.31350], [-2.47394, -3.21146, -3.06615], [-3.91119, -3.41034, -1.59107], [-3.95631, -3.05181, -0.17142], [-5.08744, -2.48421, -0.00691], [-3.89700, -3.73142, 0.43459], [-0.99875, -2.11029, -1.05830], [-3.50853, -0.82434, 0.10045], [-1.85570, -0.71015, 1.76512], [-1.39682, 0.28137, 1.04090], [-0.03189, 0.34573, 0.41622], [-0.09219, 1.52987, -0.37782], [-1.17194, 2.18211, -0.50458], [-1.84093, 3.22789, -0.99848], [-3.16771, 3.50840, -1.01605], [-4.02909, 2.83387, 0.10904], [-3.40211, 1.77296, 0.66421], [-2.16028, 1.37497, 0.58188], [-3.98641, 1.22851, 1.04217], [-5.48066, 3.18848, 0.19659], [-3.55513, 4.16993, -1.43161], [-1.12900, 3.90084, -1.80469], [1.05138, -0.40138, 0.58839], [1.08891, -1.58762, 0.23953], [2.29394, 0.30720, 0.83281], [2.36453, 1.51024, 1.28597], [1.47820, 2.08763, 1.27905], [3.49079, 2.23532, 0.75560], [3.30721, 2.53797, -0.71611], [2.43609, 3.32576, -0.84843], [3.37559, 1.35736, -1.77309], [2.38217, 0.87265, -1.26102], [3.42794, 1.73609, -2.61789], [4.35743, 0.47854, -1.19967], [4.08861, -0.96897, -0.37244], [3.08504, -1.31472, -0.86786], [4.74823, -1.63058, -0.41512], [3.41772, -0.78518, 0.90525], [4.11782, -0.12288, 1.44327], [3.34779, -1.67900, 1.29398], [5.36230, 0.73493, -0.70676], [5.03290, -0.14703, -2.19837], [4.17625, 3.35898, -1.14426], [4.34783, 1.96066, 1.01869], [3.54878, 3.37958, 1.23668], [2.60750, 1.51060, 2.44325], [-0.86930, -0.85898, 2.51463], [-2.61196, -0.32166, 2.54410], [-0.25933, -2.87431, 1.15978], [-1.69856, -3.83759, 1.20713], [-1.25058, -3.31416, 2.47099]], "forces_ev_per_angstrom": [[4.008, 4.881, -4.356], [-3.035, 0.657, -2.897], [-3.440, -2.848, 0.517], [-1.674, -1.374, -0.961], [0.288, 0.703, 0.101], [2.189, 0.528, -3.784], [-0.741, 1.033, -1.124], [0.363, -1.119, 3.491], [-0.377, 0.252, 2.944], [-4.145, 11.868, -7.049], [3.050, -1.873, -0.361], [1.152, -7.770, 6.397], [1.624, 0.421, 0.208], [1.613, -1.676, -0.249], [0.737, -3.143, 11.231], [4.240, 6.819, -7.483], [-11.382, 7.843, -0.585], [3.136, -0.910, -0.781], [-1.305, -5.650, 6.092], [1.576, 4.815, -5.880], [4.788, -11.423, 11.019], [12.061, -0.542, -5.195], [4.454, 6.210, -3.579], [5.096, 0.031, -2.624], [-8.107, -8.130, 6.448], [-9.526, 2.052, 1.015], [-5.800, 10.674, -7.037], [-2.041, -1.934, 2.226], [7.308, -2.202, -1.078], [-0.073, 0.450, 1.120], [-3.603, -11.961, -3.159], [1.673, 4.793, 7.103], [-1.003, 0.225, -0.631], [-5.140, 8.167, -2.532], [1.781, 4.965, -3.104], [0.996, -2.200, 0.179], [-4.812, -2.172, 13.103], [1.473, 0.690, -3.094], [0.290, 2.615, -8.108], [7.666, -7.400, -1.836], [-10.386, 7.665, -4.058], [2.227, -0.309, -0.498], [5.962, -5.313, -0.443], [2.609, 8.904, 0.171], [0.182, -0.915, 1.038], [-1.875, -4.166, 2.873], [-1.664, 1.214, -0.522], [-2.060, 1.828, 2.310], [-1.607, -2.197, 1.567], [7.101, -3.165, 1.806], [-0.588, -2.766, -0.853], [-0.513, -0.140, -1.147], [-2.360, 0.087, -1.166], [0.494, -0.333, -0.976], [-1.005, -0.435, 0.293], [-2.455, -5.299, -3.302], [0.581, -1.025, 7.202]], "lowdin_charge": [-0.058, -0.144, -0.184, -0.117, 0.112, -0.252, 0.138, 0.181, -0.147, -0.051, 0.178, -0.005, 0.081, 0.156, -0.258, -0.157, -0.077, 0.157, -0.183, -0.055, 0.010, -0.821, -0.140, 0.131, 0.013, 0.932, -0.032, 0.193, -0.376, 0.058, -0.022, -0.322, 0.118, -0.227, -0.207, 0.123, -0.191, 0.154, 0.019, -0.200, -0.133, 0.140, 0.023, -0.112, 0.126, 0.075, 0.113, 0.173, 0.154, 0.013, 0.184, 0.165, 0.207, 0.165, 0.112, 0.036, 0.037]}

=====

{"formula": "C21H29ClN4OS", "method": "wB97M-V/def2-TZVPD", "multiplicity": 1, "orbital_gap_ev": 7.94, "energy_ev": -53612.5700, "e_above_lowest_kcal_mol": 16.2, "symbols": ["C", "C", "C", "C", "C", "Cl", "C", "C", "N", "C", "S", "N", "C", "C", "C", "N", "C", "C", "N", "C", "C", "C", "C", "C", "C", "C", "C", "O", "H", "H", "H", "H", "H", "H", "H", "H", "H", "H", "H", "H", "H", "H", "H", "H", "H", "H", "H", "H", "H", "H", "H", "H", "H", "H", "H", "H", "H"], "coordinates": [[-0.63150, 0.38613, -4.54599], [-1.89316, 0.13459, -3.77980], [-2.97089, -0.51699, -4.35529], [-4.13571, -0.76802, -3.64848], [-4.22508, -0.33919, -2.33606], [-5.67015, -0.62702, -1.42927], [-3.17378, 0.32642, -1.73137], [-1.99832, 0.55474, -2.44493], [-0.92367, 1.22683, -1.87058], [-0.69159, 1.50162, -0.54461], [-0.17988, 3.03420, -0.17703], [-0.84199, 0.52361, 0.37529], [-0.70967, 0.82431, 1.78682], [0.61060, 0.37105, 2.41475], [1.82574, 1.09720, 1.80777], [3.12138, 0.82681, 2.37119], [3.73252, -0.45916, 2.10705], [3.49038, -1.50269, 3.21172], [3.84800, -1.02667, 4.53778], [5.27326, -0.98807, 4.78602], [3.16605, 0.22912, 4.80682], [3.39054, 1.29335, 3.71652], [-0.86446, -0.88741, 0.01787], [0.46653, -1.38974, -0.44669], [1.28553, -2.36260, 0.04678], [2.40893, -2.41214, -0.81571], [2.18878, -1.46599, -1.76564], [1.01527, -0.84607, -1.55490], [-0.51173, 1.45071, -4.75293], [0.23105, 0.05473, -3.97014], [-0.64859, -0.14283, -5.49474], [-2.89890, -0.84649, -5.38110], [-4.96134, -1.28367, -4.11081], [-3.27082, 0.68769, -0.71912], [-0.47512, 1.89970, -2.47977], [-1.54239, 0.33661, 2.30751], [-0.81151, 1.90539, 1.90093], [0.55033, 0.59286, 3.48116], [0.72664, -0.70687, 2.29362], [1.88612, 0.85540, 0.74231], [1.65945, 2.17551, 1.88679], [3.36867, -0.83759, 1.15100], [4.81401, -0.29389, 2.01344], [4.06379, -2.40749, 2.99756], [2.42990, -1.77076, 3.24683], [5.67714, -1.98900, 4.63452], [5.83091, -0.28923, 4.14831], [5.43403, -0.70658, 5.82652], [3.50810, 0.61281, 5.77054], [2.10005, -0.00314, 4.89296], [2.77185, 2.16870, 3.91846], [4.44144, 1.60969, 3.74774], [-1.15923, -1.45202, 0.90359], [-1.60913, -1.06625, -0.76438], [1.11500, -2.97267, 0.91017], [3.25658, -3.06013, -0.73156], [2.76911, -1.14541, -2.60767]], "forces_ev_per_angstrom": [[-0.053, -0.008, 0.048], [0.088, 0.003, 0.158], [-0.065, 0.055, 0.149], [-0.090, 0.002, 0.066], [0.236, 0.014, -0.168], [-0.150, -0.032, 0.089], [0.000, 0.106, -0.121], [-0.600, -0.365, -0.162], [0.192, -0.073, -0.282], [0.084, 0.361, 0.167], [0.117, 0.564, -0.058], [-0.159, 0.082, -0.436], [0.003, 0.098, 0.640], [0.030, 0.232, -0.295], [-0.163, -0.009, 0.083], [0.136, -0.149, 0.146], [0.065, -0.128, 0.108], [-0.001, 0.095, -0.201], [-0.046, -0.058, 0.065], [-0.039, 0.030, -0.039], [-0.055, 0.159, -0.084], [0.073, -0.132, 0.113], [0.166, -0.116, -0.541], [-0.003, -0.667, 0.750], [-0.488, 0.406, -0.184], [0.030, 0.300, -0.486], [0.636, -0.609, 0.244], [-0.271, 0.258, -0.112], [0.101, 0.083, -0.071], [0.105, 0.004, -0.002], [0.026, 0.005, -0.074], [0.031, -0.037, -0.109], [-0.098, -0.057, -0.019], [-0.022, 0.014, 0.100], [-0.056, -0.045, 0.248], [0.020, 0.031, -0.055], [-0.080, -0.207, 0.022], [-0.038, -0.074, 0.057], [0.022, -0.074, 0.128], [-0.067, 0.112, -0.030], [-0.058, -0.093, -0.113], [0.052, 0.027, -0.025], [0.009, -0.120, -0.058], [-0.022, -0.061, -0.010], [-0.013, -0.046, -0.097], [0.095, -0.010, 0.008], [0.078, -0.006, 0.019], [0.092, 0.012, 0.027], [-0.044, 0.008, 0.041], [-0.007, 0.097, 0.030], [0.029, 0.077, 0.021], [-0.043, 0.077, 0.113], [0.026, 0.010, -0.108], [0.077, -0.086, 0.258], [-0.120, -0.080, 0.238], [0.226, -0.105, -0.054], [0.008, 0.123, -0.143]], "lowdin_charge": [-0.033, -0.207, -0.036, -0.108, -0.670, 0.675, -0.063, -0.218, 0.048, -0.807, 0.697, -0.097, -0.193, -0.142, -0.204, -0.171, -0.156, -0.180, -0.226, -0.103, -0.179, -0.161, -0.055, -0.254, -0.034, -0.066, -0.108, 0.032, 0.089, 0.071, 0.081, 0.114, 0.103, 0.119, 0.112, 0.126, 0.072, 0.107, 0.087, 0.112, 0.095, 0.097, 0.116, 0.116, 0.104, 0.083, 0.076, 0.083, 0.115, 0.104, 0.121, 0.114, 0.142, 0.116, 0.114, 0.105, 0.122]}